(1)
77
Properties=species:S:1:pos:R:3 method="wB97M-V/def2-TZVPD" total_energy_ev=-235891.561 lumo_ev=-3.1 gap_ev=8.87 e_homo_ev=-12.0 spin_multiplicity=1 charge=+1
C 1.32 -2.64 0.46
C 1.82 -1.78 -0.80
N 0.82 -0.81 -1.34
P 0.67 0.63 -0.38
C -0.64 0.40 0.99
C -2.10 0.30 0.24
C -3.10 -0.73 0.97
N -2.91 -0.66 2.45
C 2.29 1.34 0.24
C 2.90 0.63 1.55
C 4.53 0.57 1.45
N 5.04 -0.78 1.01
O -0.02 1.84 -1.44
C -0.37 3.01 -0.68
N -1.02 3.87 -0.12
H 2.19 -3.36 0.73
H 0.37 -3.24 0.26
H 1.13 -2.02 1.40
H 2.00 -2.55 -1.65
H 2.84 -1.32 -0.59
H -0.10 -1.29 -1.48
H -0.62 1.24 1.76
H -0.52 -0.60 1.53
H -2.54 1.36 0.28
H -1.95 0.07 -0.87
H -4.17 -0.39 0.69
H -2.89 -1.78 0.55
H -3.42 -1.41 2.93
H -3.17 0.27 2.82
H 2.08 2.42 0.53
H 3.05 1.39 -0.63
H 2.69 1.31 2.46
H 2.52 -0.43 1.75
H 5.01 0.76 2.48
H 4.89 1.38 0.71
H 4.86 -0.84 -0.01
H 4.45 -1.52 1.44
C -4.69 -4.58 1.69
Cl -5.23 -3.45 2.93
Cl -4.28 -3.74 0.19
H -3.80 -5.10 2.05
H -5.48 -5.30 1.49
C 1.13 -1.84 -4.90
Cl 2.69 -2.67 -4.73
Cl -0.09 -2.55 -3.84
H 1.26 -0.79 -4.64
H 0.80 -1.92 -5.93
C 2.59 4.98 2.66
Cl 3.92 4.46 1.61
Cl 1.18 3.94 2.46
H 2.92 4.94 3.69
H 2.31 6.00 2.40
C 4.99 8.30 0.08
Cl 6.54 7.49 0.29
Cl 3.75 7.61 1.14
H 5.11 9.36 0.32
H 4.67 8.20 -0.96
C 5.07 -5.32 -6.05
Cl 5.29 -4.93 -4.34
Cl 4.93 -7.07 -6.29
H 4.17 -4.84 -6.41
H 5.93 -4.96 -6.61
C -8.10 -1.30 4.24
Cl -9.24 0.01 4.56
Cl -6.55 -1.00 5.05
H -8.52 -2.23 4.61
H -7.93 -1.37 3.17
C 1.54 5.24 -3.27
Cl 2.36 6.00 -1.90
Cl 1.83 6.14 -4.76
H 1.91 4.23 -3.39
H 0.47 5.23 -3.07
C -8.18 -4.46 0.98
Cl -9.71 -4.74 0.14
Cl -8.01 -2.76 1.45
H -8.15 -5.08 1.87
H -7.36 -4.72 0.32

(2)
62
Properties=species:S:1:pos:R:3 method="wB97M-V/def2-TZVPD" total_energy_ev=-120089.350 lumo_ev=-11.9 gap_ev=4.58 de_lowest_kj_mol=124.2 e_homo_ev=-16.5 spin_multiplicity=1 charge=+3
Al -1.97 -0.16 0.34
P -2.05 -2.11 1.21
P 1.55 -0.19 2.65
P 0.85 -0.87 -0.84
H -4.14 1.61 -1.99
C -3.64 0.62 -2.07
C -2.40 0.47 -1.41
H -1.92 1.45 -1.38
C -3.32 -1.55 2.39
C -0.84 -3.07 2.09
C -2.88 -2.96 -0.16
C 2.93 0.97 3.00
C 0.60 0.09 4.22
C 2.44 -1.72 3.17
C 0.67 -0.70 -2.68
C 1.17 -2.69 -0.73
C 2.65 -0.35 -0.75
H -3.75 -0.06 -2.91
H -1.78 -0.52 -1.70
H -4.09 -0.87 1.97
H -2.85 -1.05 3.27
H -3.82 -2.46 2.72
H -0.43 -2.47 2.92
H 0.01 -3.32 1.44
H -1.35 -3.98 2.44
H -3.41 -2.31 -0.87
H -3.59 -3.66 0.28
H -2.14 -3.51 -0.75
H 3.53 0.76 3.90
H 2.54 1.99 3.12
H 3.61 0.99 2.15
H 1.16 -0.10 5.14
H -0.29 -0.55 4.23
H 0.27 1.13 4.26
H 2.94 -1.62 4.13
H 3.18 -1.98 2.41
H 1.75 -2.56 3.22
H 1.43 -1.27 -3.26
H 0.73 0.38 -2.95
H -0.33 -1.07 -2.97
H 1.76 -3.14 -1.55
H 0.20 -3.21 -0.70
H 1.69 -2.93 0.20
H 3.29 -0.79 -1.53
H 3.12 -0.57 0.21
H 2.70 0.74 -0.88
C 0.73 3.48 -1.98
C -0.46 3.69 -2.72
C -0.30 3.86 -4.11
C 0.94 3.57 -4.70
C 2.12 3.40 -3.99
C 1.99 3.32 -2.61
Se 0.59 3.26 0.00
H 1.00 1.83 -0.09
H -1.45 3.64 -2.26
H -1.10 4.13 -4.76
H 1.00 3.55 -5.77
H 3.09 3.26 -4.46
H 2.87 3.00 -2.06
O -2.36 1.49 1.24
H -1.77 2.27 1.11
H -2.65 1.44 2.18

(3)
74
Properties=species:S:1:pos:R:3 method="wB97M-V/def2-TZVPD" total_energy_ev=-88395.688 lumo_ev=1.5 gap_ev=6.29 e_homo_ev=-4.8 spin_multiplicity=1 charge=-1
C -2.01 -2.15 -4.91
C -3.26 -1.30 -4.95
I -2.61 0.76 -5.29
C -4.29 -1.67 -6.07
I -3.42 -2.68 -7.75
C -5.50 -2.38 -5.42
N -6.78 -1.95 -6.08
P -7.67 -0.83 -5.16
O -7.89 -1.53 -3.70
O -6.76 0.52 -4.88
C -5.37 -3.92 -5.31
O -5.11 -4.35 -4.16
O -5.55 -4.63 -6.32
H -1.35 -1.95 -5.75
H -1.46 -1.88 -4.00
H -2.28 -3.20 -4.81
H -3.76 -1.26 -3.99
H -4.65 -0.73 -6.46
H -5.55 -2.02 -4.40
H -6.59 -1.50 -6.96
H -8.24 -2.42 -3.84
H -6.11 0.34 -4.18
O -1.23 -1.81 -0.40
P -1.14 -2.19 1.02
O 0.28 -2.98 1.19
C 1.42 -2.65 0.40
C 2.38 -1.75 1.17
O -2.17 -3.42 1.13
C -3.17 -3.65 0.12
C -2.74 -4.74 -0.83
O -1.35 -1.89 2.60
C -0.53 -0.92 3.24
C -0.62 0.45 2.60
H 1.14 -2.18 -0.54
H 1.92 -3.59 0.16
H 1.92 -0.79 1.39
H 3.28 -1.57 0.58
H 2.67 -2.21 2.11
H -3.41 -2.73 -0.41
H -4.08 -3.95 0.65
H -1.80 -4.48 -1.32
H -3.50 -4.90 -1.61
H -2.58 -5.67 -0.29
H 0.51 -1.27 3.28
H -0.87 -0.86 4.28
H -0.26 0.42 1.56
H -0.01 1.17 3.15
H -1.65 0.80 2.58
O 5.37 3.17 4.72
P 4.62 3.26 3.45
O 4.11 4.81 3.33
C 4.86 5.89 3.87
C 5.67 6.58 2.79
O 3.23 2.49 3.79
C 3.12 1.61 4.91
C 2.42 2.32 6.05
O 4.40 2.89 1.90
C 5.28 3.44 0.90
C 6.73 3.10 1.15
H 5.51 5.57 4.68
H 4.14 6.60 4.29
H 6.41 5.91 2.37
H 6.18 7.46 3.19
H 5.02 6.91 1.97
H 4.09 1.22 5.22
H 2.52 0.76 4.58
H 2.97 3.22 6.35
H 2.33 1.66 6.92
H 1.42 2.64 5.75
H 5.13 4.52 0.83
H 4.96 3.02 -0.05
H 7.08 3.52 2.10
H 7.36 3.49 0.35
H 6.86 2.02 1.20

(4)
80
Properties=species:S:1:pos:R:3 method="wB97M-V/def2-TZVPD" total_energy_ev=-63828.857 lumo_ev=-2.3 gap_ev=3.40 e_homo_ev=-5.7 spin_multiplicity=1 charge=0
Zr 0.89 2.18 0.36
O 5.45 3.35 -0.52
C 5.09 2.30 -1.22
C 3.73 1.72 -0.71
O 2.97 2.63 0.10
H 5.86 1.52 -1.19
H 4.89 2.56 -2.28
H 3.90 0.84 -0.07
H 3.03 1.41 -1.50
O 0.31 0.89 -1.26
C 0.48 -0.48 -0.98
C 0.59 -0.81 0.53
O 1.04 0.27 1.36
H 1.33 -0.82 -1.60
H -0.34 -1.04 -1.46
H 1.21 -1.69 0.70
H -0.47 -1.02 0.71
C -1.60 0.43 -4.54
N -2.22 -0.77 -5.15
O -2.56 -1.69 -4.44
O -2.38 -0.74 -6.33
H -2.45 1.10 -4.48
H -0.83 0.81 -5.20
H -1.08 0.21 -3.61
C 4.32 -1.93 0.27
N 4.82 -2.71 -0.88
O 5.41 -2.10 -1.74
O 4.59 -3.88 -0.94
H 3.81 -2.62 0.92
H 3.54 -1.26 -0.12
H 5.04 -1.16 0.53
C -3.14 -2.24 -0.82
N -3.72 -1.52 0.33
O -4.25 -0.44 0.13
O -3.64 -2.05 1.41
H -2.16 -2.58 -0.50
H -3.13 -1.64 -1.72
H -3.68 -3.17 -1.01
C 0.94 -5.70 0.25
N 0.01 -4.77 0.88
O -0.72 -4.12 0.19
O -0.04 -4.80 2.06
H 1.70 -6.02 0.95
H 1.43 -5.25 -0.61
H 0.38 -6.54 -0.16
C 1.88 2.62 -4.26
N 0.97 3.69 -4.79
O 1.44 4.47 -5.55
O -0.15 3.70 -4.33
H 2.56 3.21 -3.64
H 2.44 2.30 -5.14
H 1.35 1.83 -3.75
O -2.11 0.92 5.38
C -0.95 0.83 5.37
O -0.17 -0.13 4.88
C -0.65 -1.33 4.21
C -1.06 -2.35 5.25
C 0.05 1.82 5.91
H 0.22 -1.69 3.67
H -1.44 -1.01 3.54
H -1.89 -2.05 5.87
H -0.14 -2.65 5.75
H -1.41 -3.26 4.76
H 0.59 1.30 6.70
H -0.41 2.60 6.52
H 0.70 2.23 5.14
O -1.33 2.08 0.80
C -2.49 2.30 1.16
O -3.29 3.07 0.49
C -2.84 3.69 -0.71
C -2.85 2.74 -1.90
C -3.18 1.65 2.32
H -1.85 4.14 -0.58
H -3.37 4.62 -0.89
H -3.61 3.03 -2.64
H -3.31 1.81 -1.55
H -1.89 2.61 -2.38
H -2.97 2.17 3.26
H -2.98 0.59 2.43
H -4.24 1.77 2.14

(5)
62
Properties=species:S:1:pos:R:3 method="wB97M-V/def2-TZVPD" total_energy_ev=-53199.337 lumo_ev="-9.1 / -13.0" gap_ev="6.36 / 3.30" de_lowest_kj_mol=122.0 e_homo_ev="-15.5 / -16.3" spin_multiplicity=5 charge=+3
Rh 1.76 0.61 0.21
P 0.76 0.55 2.17
P -1.47 -3.74 -0.21
P 1.64 2.80 0.02
H -0.38 -0.92 0.02
C 0.63 -0.80 -0.40
C 0.67 -0.03 -1.69
H 1.47 0.76 -1.81
C -1.05 0.83 2.12
C 0.93 -1.09 2.95
C 1.36 1.67 3.47
C -1.90 -5.31 -1.05
C 0.07 -4.30 0.62
C -2.66 -3.84 1.20
C 2.16 3.37 -1.64
C 2.84 3.63 1.13
C 0.05 3.64 0.33
H 1.19 -1.75 -0.42
H 0.97 -0.74 -2.49
H -1.53 0.20 2.88
H -1.47 0.57 1.14
H -1.27 1.88 2.32
H 0.81 -0.99 4.04
H 1.93 -1.50 2.75
H 0.18 -1.79 2.56
H 0.85 2.64 3.43
H 2.44 1.83 3.37
H 1.17 1.21 4.45
H -2.40 -5.98 -0.35
H -0.98 -5.78 -1.43
H -2.57 -5.10 -1.90
H -0.17 -4.90 1.52
H 0.67 -3.42 0.91
H 0.64 -4.90 -0.10
H -2.87 -4.90 1.40
H -3.59 -3.33 0.91
H -2.24 -3.36 2.09
H 2.63 4.36 -1.54
H 1.29 3.45 -2.31
H 2.89 2.67 -2.06
H 3.30 4.46 0.58
H 3.62 2.92 1.43
H 2.34 4.02 2.02
H 0.06 4.62 -0.18
H -0.10 3.80 1.40
H -0.79 3.06 -0.07
C -1.90 -0.27 -2.32
C -3.14 0.35 -2.44
C -3.15 1.62 -3.01
C -1.94 2.18 -3.48
C -0.73 1.63 -3.13
C -0.72 0.62 -2.04
O -1.74 -1.56 -2.70
H -1.87 -2.13 -1.95
H -4.04 -0.22 -2.20
H -4.11 2.11 -3.20
H -1.98 3.07 -4.13
H 0.22 1.97 -3.51
H -1.07 1.17 -1.14
O 3.77 -0.63 0.28
H 4.52 -0.05 0.03
H 3.97 -0.93 1.18

(6)
70
Properties=species:S:1:pos:R:3 method="wB97M-V/def2-TZVPD" total_energy_ev=-66358.185 lumo_ev=-4.0 gap_ev=5.96 e_homo_ev=-10.0 spin_multiplicity=1 charge=+1
C 5.25 3.37 3.12
C 4.85 3.74 1.72
N 3.47 3.42 1.38
C 2.50 4.07 1.76
S 1.20 4.71 2.27
C 5.23 5.20 1.38
N 5.40 5.15 -0.09
C 5.36 3.87 -0.45
N 5.01 3.44 -1.68
N 5.67 3.08 0.62
P 5.50 1.32 0.48
S 7.16 0.38 0.61
H 4.60 3.91 3.81
H 5.11 2.31 3.33
H 6.29 3.64 3.32
H 4.51 5.95 1.69
H 6.22 5.40 1.79
H 4.77 5.71 -0.66
H 5.55 3.64 -2.51
H 4.17 2.89 -1.78
H 4.80 1.13 -0.72
H 4.58 1.05 1.49
C -2.96 0.24 -3.18
O -2.83 1.43 -2.41
C -3.05 1.26 -1.02
C -1.76 1.40 -0.23
N -0.87 0.28 -0.50
C 0.49 0.44 0.00
C 1.33 1.60 -0.53
O 1.71 1.50 -1.89
C 0.73 1.91 -2.83
H -2.97 0.54 -4.22
H -2.14 -0.46 -3.01
H -3.91 -0.27 -2.95
H -3.53 0.29 -0.81
H -3.74 2.04 -0.69
H -2.00 1.42 0.84
H -1.32 2.37 -0.50
H -0.83 0.12 -1.50
H 1.03 -0.48 -0.23
H 0.45 0.52 1.09
H 2.27 1.60 0.03
H 0.85 2.57 -0.34
H 0.13 2.74 -2.45
H 0.07 1.09 -3.13
H 1.26 2.25 -3.72
C -5.19 -6.58 1.20
O -5.49 -5.20 1.18
C -4.95 -4.45 2.25
C -3.84 -3.53 1.79
N -2.66 -4.28 1.40
C -1.64 -3.50 0.71
C -2.00 -2.84 -0.61
O -2.22 -3.74 -1.69
C -3.51 -4.31 -1.75
H -5.81 -7.06 0.45
H -4.14 -6.78 0.96
H -5.41 -7.02 2.18
H -4.61 -5.11 3.06
H -5.77 -3.84 2.65
H -3.58 -2.86 2.61
H -4.25 -2.92 0.97
H -2.94 -5.06 0.81
H -0.80 -4.17 0.52
H -1.28 -2.73 1.39
H -1.14 -2.24 -0.91
H -2.84 -2.14 -0.52
H -4.28 -3.62 -1.39
H -3.58 -5.24 -1.17
H -3.71 -4.55 -2.79

(7)
63
Properties=species:S:1:pos:R:3 method="wB97M-V/def2-TZVPD" total_energy_ev=-90850.655 lumo_ev=-3.0 gap_ev=6.32 de_lowest_kj_mol=141.2 e_homo_ev=-9.3 spin_multiplicity=1 charge=+1
Zn 0.33 -0.11 0.48
P 0.06 -1.95 -1.08
P 0.23 2.20 0.71
N 1.21 0.74 -1.64
C 0.99 -1.51 -2.66
H 1.84 -2.20 -2.80
H 0.26 -1.63 -3.46
C 1.45 -0.05 -2.78
H 2.60 -0.26 -2.93
H 0.97 0.44 -3.71
C 1.04 2.18 -1.93
H 0.02 2.37 -2.31
H 1.60 2.55 -2.77
C 1.39 2.91 -0.71
H 1.44 4.00 -0.69
H 2.38 2.58 -0.36
C 1.05 2.96 2.18
C 2.05 1.98 2.80
H 2.86 1.69 2.11
H 1.56 1.05 3.13
H 2.50 2.49 3.66
C -1.32 3.09 0.31
C -2.50 2.70 1.22
H -3.45 2.95 0.71
H -2.44 3.23 2.17
H -2.50 1.63 1.44
C -1.59 -2.66 -1.71
C -2.38 -3.43 -0.64
H -3.42 -3.59 -0.95
H -2.35 -2.93 0.33
H -1.95 -4.43 -0.53
C 1.03 -3.42 -0.47
C 0.56 -3.85 0.94
H 1.36 -4.44 1.40
H -0.32 -4.50 0.91
H 0.33 -2.99 1.59
C 2.50 -0.66 0.70
O 3.65 -0.75 0.65
C -1.09 4.62 0.26
H -0.07 4.92 0.52
H -1.30 4.99 -0.76
H -1.79 5.14 0.93
C -1.50 -3.47 -3.01
H -2.34 -4.16 -3.09
H -1.74 -2.85 -3.88
H -0.57 -4.04 -3.16
C 1.10 -4.65 -1.40
H 1.76 -5.40 -0.93
H 0.13 -5.14 -1.55
H 1.54 -4.43 -2.38
C 0.06 3.48 3.22
H -0.65 2.69 3.51
H 0.64 3.81 4.08
H -0.49 4.35 2.85
H 1.60 3.83 1.78
H 2.05 -3.01 -0.40
H -1.59 2.77 -0.71
H -2.20 -1.77 -1.95
H -2.53 0.51 -2.27
H -2.47 0.64 -3.06
O -0.96 -0.97 2.35
H -0.44 -0.93 3.16
H -1.85 -0.89 2.62